40 unconnected molecules or ions with the total composition H80O40 in a non-equilibrium geometry, computed with wB97M-V/def2-TZVPD.

**HOMO**: -10.2 eV
**Net charge**: 0
**Gap between HOMO and LUMO**: 9.63 eV
**Relative energy (zero: lowest compared OMol25 entry of this formula, charge and spin)**: 919.0 kJ/mol

Element x y z (Å)
O -1.9129 2.1386 -2.4525
O -2.7329 -1.9594 0.3828
O -3.0430 2.8905 3.3631
O 3.6071 -2.3184 0.0899
O 1.3633 1.6396 -1.4479
H 2.1793 -3.3501 -1.9677
O 4.5152 4.8158 -0.6100
O -3.4504 -3.0203 -2.4735
H -5.0990 0.0775 -4.0795
H 5.6347 -0.4841 3.7224
H 4.6466 -1.4953 4.9110
H 3.2655 0.1621 1.8800
H 1.2379 -0.9714 -1.3805
H 5.4833 0.2986 0.9183
H -5.4009 2.7928 -0.9782
H -6.0052 1.5494 2.0170
H 3.4254 -3.6654 4.0068
H -0.1157 -3.2517 -1.7786
H 3.4429 -3.2604 -2.7805
O 2.2077 2.1908 1.0249
H -5.6368 -1.2745 -0.4647
H -0.8136 -0.7824 -1.2167
H 2.8785 1.6245 1.4194
H -1.9221 -2.3744 0.0608
O 2.0891 4.8135 3.1354
H -4.8267 1.7826 2.8701
O -0.2800 -0.1335 -4.4332
H -4.1302 2.4646 -2.0083
H -0.9386 5.4649 1.1543
H 1.6488 -5.2976 0.9210
H 4.5838 0.4848 3.4413
O 0.7831 2.0673 -6.3081
H 2.6764 -1.1480 1.9393
H -3.0919 3.2003 4.2699
H 0.0517 5.2666 -2.4429
O 2.9757 -3.8420 -2.1832
H -2.0311 0.5229 -0.1175
O 3.6950 -1.4697 4.8748
O -1.7437 0.5109 0.8035
O 3.1198 -4.5633 3.8249
O -0.0216 4.3188 -2.5606
H -1.2662 5.1336 2.7037
O 2.4639 -0.2519 2.2042
H -2.7400 -1.4272 -0.4197
H 1.6973 1.7913 -0.5320
H -3.3985 -0.1542 -5.1846
H 3.3891 -1.6856 3.9963
H -3.5795 3.8076 -4.5410
H 0.1959 -5.1889 3.1615
H 0.9839 -1.5978 0.5287
O -6.1785 -1.2011 3.0352
H 5.0692 -3.3058 0.7922
O 5.0225 0.9077 0.3238
H -1.2377 4.0524 5.1652
O 4.9985 -0.3012 3.0233
H -1.2424 -4.9601 2.9730
O -5.3939 -0.6216 -3.5003
H -0.2904 0.8659 4.0193
O -1.4350 -1.1262 -1.8067
O -3.8129 3.0014 -4.0797
H 5.2255 4.1928 -0.4297
H -0.1579 -0.3071 0.6321
O -4.8589 -1.6593 -0.8689
O 0.5230 0.8383 4.5158
H -5.2038 -1.5218 -3.7439
H 1.6173 2.4863 -6.0619
O 1.2643 -1.6328 -2.1404
H -2.8221 -3.2128 1.9984
H 0.0611 4.0542 4.5362
O -0.6557 -5.5500 3.4341
H -2.5431 1.4746 -2.8016
H 5.2019 -3.6901 2.2142
O -5.0408 2.6530 -1.8493
H 2.6580 3.0513 1.0746
H 3.0750 1.5296 4.1568
H 2.7556 -0.2847 -2.3476
H 1.2034 -4.2278 -0.0680
O -5.1761 2.0461 2.0275
H 0.4928 -2.9784 -5.4024
H 2.1642 -4.4502 3.8724
H 4.5930 5.0215 -1.5472
H -1.6352 1.4240 1.0812
H -5.6088 -1.8680 3.4199
O 5.7414 -3.3821 1.4837
H 3.6307 2.1210 5.3643
H 0.8529 2.4332 -1.6482
O -3.1448 0.6635 -4.7403
H 1.3591 -1.0884 -2.9094
H -4.1262 -1.0690 -0.8907
H 2.6833 -2.4850 -0.0918
H 1.0716 1.1563 -6.4394
O -0.6501 5.4928 2.0589
O -0.3547 -2.9214 -5.8486
H -3.7326 -3.7371 -1.8872
H 2.1360 5.1431 4.0383
O 3.9398 1.8091 4.5022
O -0.6521 4.6729 4.7324
H -0.8963 4.0048 -2.4096
H 1.2188 0.3743 4.0520
H -0.3974 -2.0199 -6.1856
O -0.6168 -3.9559 -2.1869
H -1.3309 -2.0011 -2.1771
O -3.1285 -3.6044 2.8298
H -2.9951 2.6360 -3.6648
H 3.8060 0.7236 -1.9124
H 1.5312 5.4311 2.6474
H -3.7094 -2.8660 3.0554
H -3.0100 3.6639 2.7925
H -0.2069 -4.3506 -2.9613
H -6.4385 -1.4319 2.1406
H 4.2080 0.3888 0.2334
H -0.5947 0.7207 -4.7460
O 0.2293 -1.1103 0.2138
H -3.9430 1.1806 -4.9412
O 3.6878 -0.2009 -2.1400
H -1.1292 2.1300 -3.0206
H -2.6349 -3.4563 -2.8099
H -0.4456 -0.2647 -3.4921
H 3.8520 -1.9938 -0.7932
O 1.4976 -4.3495 0.8391

Atom charges from the Löwdin analysis, given in e for atoms 1 to 5: O -0.05; O -0.07; O -0.04; O -0.04; O -0.06

***

40 unconnected molecules or ions with the total composition H80O40 in a non-equilibrium geometry, computed with wB97M-V/def2-TZVPD.

**HOMO**: -10.0 eV
**Net charge**: 0
**Gap between HOMO and LUMO**: 9.06 eV
**Relative energy (zero: lowest compared OMol25 entry of this formula, charge and spin)**: 1275.4 kJ/mol

Element x y z (Å)
H 4.4028 -1.3255 -1.7677
H 2.4325 -0.5380 -4.0153
H 1.4547 -3.8972 4.6293
H -3.0763 0.2264 0.9734
H -0.5172 2.9312 -2.3564
H 1.9065 -4.0497 -4.8021
H 2.8620 -2.2982 -2.6196
H -0.3060 -6.8302 -1.2126
H 0.3445 -5.4697 -1.0389
H -2.4070 5.8373 -2.5775
O 4.8679 1.6369 3.7580
O -5.6086 -0.2814 -2.7036
H -0.1246 4.3987 -2.1948
O 1.1135 -4.2931 -5.4156
O 0.9901 0.2980 -5.3188
O -0.7702 -3.5887 4.1622
O 1.3047 -2.0055 2.2099
O -0.1184 1.4396 4.3351
O 1.8979 -2.7774 -2.9521
H -0.5962 -3.0307 4.9682
H -0.1958 -2.1108 -0.7056
H 0.0378 -2.3922 -2.9141
H 1.5141 -2.4024 4.7790
H 4.9637 -0.8693 -3.4285
H 3.5528 0.3650 -3.4369
H 1.3035 -3.9784 1.8172
H -0.1138 1.5966 5.2914
H 3.8945 2.2845 -0.7809
H 3.6559 -0.2219 -0.2980
O -0.6765 -1.8737 -2.4841
H 4.8662 2.5911 3.8599
H -3.2354 3.1741 4.3682
H 5.8146 1.0771 -2.0877
H -0.7393 -1.0398 1.6602
H 2.2795 -1.7974 2.1831
H 4.0256 1.1865 3.5095
H -0.1581 0.1502 -2.4456
H 0.8405 1.2453 -5.2217
H -3.7729 3.3521 -2.2945
O -0.5145 -0.2423 2.1069
O 3.9116 -1.8332 -1.0361
H -3.5459 1.0199 -3.4070
O -0.5366 -0.8037 5.9595
H -4.5946 3.8136 2.0142
H 5.8956 -2.1024 -3.1805
O 1.4422 3.0097 -5.1358
O -5.9851 1.1687 0.5063
O -4.8748 4.1322 1.2084
H 1.2024 3.2693 -4.2289
O -2.8109 2.5597 3.9076
O 5.0673 1.5316 -2.6758
H -1.5623 4.6557 0.8457
H 2.1411 -3.6197 -2.4155
O -5.1742 -0.4778 2.8291
H 2.4536 0.9471 1.8101
H -0.3249 -2.8717 3.5286
H -5.0947 -0.5315 -1.9222
H -2.8412 -4.4325 -0.3428
H 1.1248 -2.5464 1.3953
H -3.2516 2.6488 -0.5043
H 1.2039 2.0182 1.5191
H -4.9810 0.9636 0.4247
H -3.9859 1.5440 -0.4986
H 1.4873 -5.3957 1.4472
O -1.5916 6.1547 -2.1594
O 3.6336 -0.6669 4.8512
H -4.8563 3.9146 -3.0365
H 0.3781 -0.7164 5.8335
O 3.0994 -4.0966 2.1632
H -0.1300 5.1065 0.4189
O -3.2281 0.9728 1.5577
O 0.9678 -4.6633 1.1547
H 3.8745 3.6825 -0.3544
H -5.3161 0.3952 3.3005
H 0.8638 0.0828 -6.2127
H -4.2235 -0.7562 3.3474
H -1.8912 2.4958 4.0575
H 3.9003 -4.0149 2.7242
O 2.0607 -3.1126 4.6529
H -1.9304 -3.3947 -0.4764
O -3.3677 0.9416 -4.3896
O 1.7601 1.4710 2.1613
O -3.4626 -0.9576 -0.3417
H -3.0719 0.9964 2.4936
H 4.5809 -0.4100 4.9973
H 0.7550 -3.5941 -4.8536
O 0.2826 0.6006 -1.7079
H 0.4746 0.7699 4.0682
H 5.5638 2.1196 -3.3029
H 2.2181 2.4777 -4.7634
H -6.3557 0.8694 1.3364
O 3.2106 -0.5144 -3.4889
H -0.4064 -0.7116 -0.2165
H -5.3047 3.4853 0.6051
O -2.8335 -3.5547 -0.7275
H 1.2012 0.6470 -2.1902
H 4.4893 -2.2982 -0.4923
H 2.4794 -0.4161 0.4223
H 0.4597 -0.1389 2.0820
H -4.1208 -1.3905 0.3016
O 5.6379 -1.2666 -2.7778
H 3.5344 -1.5779 4.7218
O -1.3973 2.5431 0.9778
H -1.2247 1.6302 0.5004
H -2.6486 -1.4394 -0.2701
H -2.5379 1.5779 -4.3407
O -0.3077 -5.9058 -1.4947
H -1.8387 6.3860 -1.2749
O -3.5130 1.8994 -1.1570
O 0.2593 3.4622 -2.0400
O -0.6046 -1.7561 0.1239
H 3.2201 -3.2571 1.6172
O -4.0974 4.3049 -2.5414
H -1.6808 2.3267 1.8950
H -1.5629 -2.2777 -2.7295
H -0.9744 -1.5856 5.6740
O 4.3977 2.9341 -0.2330
H -4.9995 -0.0742 -3.4421
O 3.3485 -0.2837 0.7032
O -0.9344 5.4395 0.6848

Atom charges from the Löwdin analysis, given in e for atoms 1 to 5: H 0.02; H 0.02; H 0.08; H 0.00; H 0.04

***

40 unconnected molecules or ions with the total composition H80O40 in a non-equilibrium geometry, computed with wB97M-V/def2-TZVPD.

**HOMO**: -10.0 eV
**Net charge**: 0
**Gap between HOMO and LUMO**: 9.02 eV
**Relative energy (zero: lowest compared OMol25 entry of this formula, charge and spin)**: 1376.9 kJ/mol

Element x y z (Å)
H -0.2223 1.5758 5.4040
O 5.8394 0.4524 1.1999
H -3.2200 -0.1333 5.7367
H 1.4548 -0.7682 -5.8634
O 0.9280 0.5544 3.4562
H 1.0930 1.0183 2.5623
O 0.2232 -0.4268 1.1917
O 1.8072 -1.4232 -6.5025
H 5.3700 1.2058 1.5621
H -1.7032 -5.6797 1.7035
H 2.0137 -2.3766 -2.2799
H -0.1236 -4.4412 -0.9234
H -3.5574 4.8618 1.8911
O 4.9520 2.4858 -3.2282
O -2.2653 0.6274 -0.6728
H -3.0069 2.8963 -5.0737
H 2.3654 4.3191 3.3071
H -0.4279 -3.4571 0.1390
O 2.1251 4.8698 -2.2020
H -1.8738 -1.0345 4.1011
H -2.8375 1.6664 3.1869
H -2.8058 3.9009 2.5804
H -2.7918 1.3357 -0.6205
H 1.2775 5.4292 -2.3643
H 4.0863 1.2347 1.0209
O 4.1611 -0.3603 4.4030
H 4.6637 -0.9312 5.0347
H 2.2346 1.8153 -4.7995
O 0.7947 -3.2280 4.0387
O -0.6637 3.0563 1.3324
H 2.5915 -4.5644 1.6663
H -4.3132 2.4527 -4.6121
H 0.0514 -3.0701 4.5383
H 1.6993 4.3549 -1.4493
O 1.8304 3.9134 3.9463
H 1.1166 3.7110 0.9721
O -3.0649 1.3949 2.1743
H -4.1489 -1.2884 -2.2505
H 1.2096 -4.1209 1.9648
H 2.6390 -3.4688 -1.5345
O -3.3007 3.9881 1.8038
O -1.1698 -1.5400 3.6670
H -5.1067 0.1162 2.6979
O -4.4586 -3.8265 1.1544
H -2.1288 -3.1451 4.3608
H -5.1294 -4.3510 1.3593
O 2.9368 -2.5352 -1.8754
O -1.3908 3.1484 -2.7930
O 3.1352 1.5549 0.9560
O -2.7387 -3.5053 5.0543
O 2.0127 -3.7913 1.5596
H -1.9115 -5.1561 3.1981
H 1.1351 -2.4204 3.5601
H -4.7207 -0.1770 -1.2837
H 2.5270 0.8159 0.6278
H -0.9110 3.4297 -4.7026
H -0.7192 -0.2648 1.2035
H 0.7496 3.9417 3.7332
H -1.2674 -5.7754 -2.1554
O 1.3422 -0.7137 -4.0257
O 4.0320 4.0414 -0.1207
H -2.5598 -0.1536 -0.3391
H 3.8010 5.0007 -0.3600
H -6.5357 -1.0624 1.2169
H -3.2605 -2.2887 -0.1551
O -3.8005 3.1989 -4.5699
H -5.0259 -0.1712 4.1988
H -2.4189 -2.8298 5.7997
H -0.6246 2.3742 0.7082
H -1.2272 2.0390 6.4700
H 5.6459 2.9685 -0.3952
H -4.2523 -1.5583 0.8727
O 4.1461 -0.6792 -4.6551
H 0.5717 -1.2441 1.1183
O -4.1982 -0.3386 -2.0447
O 5.6370 -2.7343 -2.6460
H 5.5077 -0.3480 1.4675
H 1.4749 -2.3195 -6.3109
O 2.1971 1.1364 -5.4704
O -2.8761 0.2658 4.8288
O -1.2351 3.0710 -5.6585
O -2.0274 -5.6987 -2.8867
H 3.3430 3.3898 -0.5771
O 1.2688 3.7948 -0.0013
O -3.2890 -1.6009 0.3266
H 0.0333 0.7998 -3.9262
O -0.7335 -4.2148 -0.2445
H -1.0491 -0.4647 -3.8196
H 4.7387 -3.0068 -2.3958
H -1.8137 -4.7944 -3.2803
H 5.9845 1.4666 -0.2427
H 1.8598 -0.2030 -4.7217
H 1.5836 -0.1658 3.5176
H -1.8466 -0.8630 -2.2499
H 1.8128 -0.5056 -3.2775
H -1.6455 2.2321 -2.5298
H 4.8281 -0.1170 -4.3469
H -3.6066 2.1032 1.8787
H -6.0347 -2.5656 1.2279
H 3.0067 1.0970 -5.9262
O -0.8640 0.5224 -3.9695
H 0.3109 3.7093 -0.2730
H 5.5958 2.6278 -2.6123
O 6.2677 2.3128 -0.6964
H -1.1153 2.0720 -5.6820
H -3.5709 -4.3010 1.2937
H -1.6145 3.0450 1.4483
H 4.3111 -1.4557 -4.1949
H -2.3739 -1.9008 -3.0462
H 4.1630 2.9280 -2.7828
H -1.9586 0.6263 4.9086
H 5.9191 -1.9486 -2.1523
O -1.5422 -1.6492 -2.6410
H 4.1923 0.5468 4.8351
H -1.5168 -1.6625 2.6397
O -1.3399 -5.0982 2.3109
H -2.3151 3.3550 -3.0141
O -0.8675 1.2530 6.0502
O -5.9957 -1.7132 0.8468
O -5.4836 -0.4730 3.4138

Atom charges from the Löwdin analysis, given in e for atoms 1 to 5: H 0.05; O 0.01; H 0.14; H -0.01; O -0.11

***

40 unconnected molecules or ions with the total composition H80O40 in a non-equilibrium geometry, computed with wB97M-V/def2-TZVPD.

**HOMO**: -9.8 eV
**Net charge**: 0
**Gap between HOMO and LUMO**: 9.23 eV
**Relative energy (zero: lowest compared OMol25 entry of this formula, charge and spin)**: 1620.3 kJ/mol

Element x y z (Å)
H 2.8929 3.1994 4.7832
O -0.0661 4.2896 2.5485
O 1.0105 0.3053 -6.7179
O -1.3954 -1.3867 1.6735
H 6.3311 -0.1968 -2.4152
H 3.9891 2.0398 -4.2945
H 0.1512 0.1188 -3.2624
H 0.9083 -4.1392 -0.9092
O 0.8935 -1.0774 3.5815
O -2.8516 5.0385 -0.7934
O 2.0541 3.5231 4.5984
H 5.2194 0.7554 0.5378
H 6.4602 1.2254 2.7013
H 1.3198 5.9081 0.5178
H 2.0032 0.2825 -0.6208
O 3.0790 2.4321 -4.5287
H -2.4252 0.8472 0.6070
O 0.8287 -2.8560 5.1587
H -3.0361 5.5553 -1.6849
H -4.6371 -2.4735 1.6239
H -5.4314 0.1875 -1.0199
O 0.8678 -0.0744 -3.9553
H -3.0244 2.1146 4.1664
H -0.8003 -1.8978 -1.5227
H -0.5150 -2.6460 -4.9352
H 1.9274 -5.1532 -3.9794
H -3.1905 4.3906 1.2288
H -1.1681 -2.0437 0.8493
H -4.3848 1.0215 -0.2870
H -1.5997 -5.4468 2.3136
H 5.1981 0.6452 3.0944
H -2.1426 -0.1324 2.5772
H -1.2127 -3.9852 0.0870
H -2.6332 -3.3257 -0.0118
H -4.3149 -4.1072 -0.8349
H 2.3356 0.1196 -3.2582
O 6.2727 -1.1513 -2.7672
O 2.0969 3.9509 -2.5869
H 0.3320 -1.6125 2.9473
H 0.7972 1.0388 -6.2520
O -4.8912 0.9286 -1.1340
H -5.3642 -1.4837 0.6860
H -6.4005 0.2649 2.6459
O 1.2536 -4.9093 -3.4752
O 1.3941 4.9448 0.3688
H 2.0437 -1.8117 -6.5317
H 2.7160 1.5597 -2.6831
O -0.6628 -1.9847 -4.1876
H 0.8784 -1.0371 -3.8905
O -1.1626 1.2678 -0.9286
H -1.4791 -5.8572 0.8080
H 1.2568 -0.3652 -6.0048
H -3.5575 1.7493 5.5018
O -3.6704 -4.6200 -0.4315
O -3.8074 -1.3319 -2.3159
H -3.0449 -3.5095 4.0968
H 1.0862 -4.7178 0.6179
H -0.9773 -2.3365 -3.4826
O -0.2694 0.8611 1.6647
H -0.4719 -3.5338 3.6240
H -2.4163 2.4374 1.1613
H -3.8270 -1.8512 -3.1985
O -2.3152 0.0116 3.5722
H 4.1648 2.7639 -1.3597
O 1.4069 -4.5489 -0.3019
O -3.7205 2.0067 4.6402
O -4.5148 -2.0277 0.8622
H 2.5884 1.9558 -5.0848
H 4.5231 4.3901 -0.6583
H -4.1384 -0.4650 -2.4771
O -2.6495 2.8191 -2.6878
O 3.8634 4.9947 -0.6946
H 1.4368 4.2344 -2.0659
O 2.3064 0.8053 0.1944
H -1.1219 4.1517 2.2786
H 2.2021 -2.5540 -5.2323
O -2.0905 -5.9360 1.5292
H 0.7062 -5.7632 -3.4410
O 3.9853 -1.0201 2.9252
H -0.4397 1.7957 -0.4557
O 6.1995 0.7447 0.4887
H 4.7749 -1.3492 2.5656
O -2.7141 -3.3027 3.1514
H -3.4741 4.2695 -0.7717
O 4.6276 2.1813 -0.7636
H 1.9719 4.0287 3.6670
H 5.4048 -1.4407 -2.3032
H 1.1642 4.4335 1.1865
O -1.6407 -3.1847 -0.2647
H 3.2004 -1.1066 2.6772
H 6.3734 1.1486 -0.3676
H -3.0248 5.1136 2.5726
H 3.5497 5.4622 -1.3862
H -4.0952 -4.8805 0.3266
H 0.3898 0.8266 2.3204
H -0.8806 0.3615 -0.9551
O -2.8142 1.6265 0.9275
H 4.2085 1.4517 -0.3169
H 0.1219 4.6311 3.4233
H -2.3228 -4.0836 2.7296
H 1.7104 -2.6156 5.1117
H -3.5674 2.5935 -3.0807
H 1.6802 1.5309 0.2352
H 1.6500 3.4929 -3.3536
H 0.6513 -1.5258 -1.0792
O -0.2144 -1.2627 -1.3336
H -1.7682 0.6550 3.9141
H 0.3957 -0.6800 4.2463
H -0.3794 0.0072 1.2637
O -2.9229 4.2220 2.0540
O 5.7955 1.3853 3.3943
O -5.9860 -0.2701 2.0015
O 2.9246 0.5765 -2.6370
H 0.5221 -2.5953 5.9556
O 1.6945 -2.5658 -6.0440
O -0.2012 -3.9482 2.8067
H -0.2289 -3.1957 2.2292
H -2.1961 -1.8562 1.8836
H -4.8814 -0.5369 2.1623
H -2.6576 2.0961 -2.0498

Atom charges from the Löwdin analysis, given in e for atoms 1 to 5: H -0.02; O -0.13; O -0.03; O -0.15; H 0.05